Record 1
The following is a DFT calculation (ωB97M-V/def2-TZVPD) of a structure of composition C25H22Cl2N3O4V.

<S²>: 3.764
F_max, eV/Å: 1.06
2S+1: 4
Orbital gap (alpha / beta), Eh: 0.257 / 0.298
Net charge: -1
E_tot, eV: -89680.51668

Last column: Mulliken spin population.
Positions of all 57 atoms, in Å:
V -0.39 -0.35 -0.03  2.872
C -1.45 -2.71 -1.13  0.042
C -2.51 -2.01 -1.97  -0.030
C -3.38 -2.87 -2.63  0.001
C -4.33 -2.41 -3.52  0.000
C -4.36 -1.05 -3.80  0.001
C -3.52 -0.15 -3.16  0.000
C -3.49 1.27 -3.65  0.002
C -2.64 -0.61 -2.16  -0.024
N -1.81 0.26 -1.45  -0.067
C -2.25 1.47 -1.02  0.018
O -3.38 1.94 -0.98  0.021
C -1.06 2.31 -0.55  0.060
C -0.93 3.69 -0.61  -0.025
C 0.35 4.21 -0.42  0.045
C 1.46 3.38 -0.26  -0.026
C 1.24 2.02 -0.19  0.117
N -0.01 1.57 -0.23  -0.026
C 2.27 0.91 -0.33  0.030
O 3.47 1.22 -0.37  0.031
N 1.68 -0.28 -0.47  -0.026
C 2.45 -1.42 -0.80  0.005
C 3.34 -1.99 0.13  -0.035
C 3.57 -1.33 1.46  0.003
C 3.99 -3.17 -0.22  0.004
C 3.78 -3.77 -1.45  0.001
C 2.93 -3.19 -2.37  0.009
C 2.26 -2.01 -2.06  -0.063
C 1.35 -1.35 -3.07  0.031
H -1.04 -3.54 -1.71  0.006
H -0.53 -2.15 -0.89  0.028
H -1.84 -3.13 -0.20  -0.002
H -3.28 -3.94 -2.46  0.000
H -5.00 -3.10 -4.03  0.000
H -5.04 -0.67 -4.56  0.000
H -3.84 1.31 -4.68  0.000
H -4.11 1.92 -3.03  0.000
H -2.48 1.68 -3.61  0.000
H -1.78 4.31 -0.84  -0.001
H 0.49 5.29 -0.46  0.005
H 2.47 3.76 -0.22  -0.001
H 2.65 -1.29 2.03  -0.001
H 4.33 -1.87 2.02  0.000
H 3.92 -0.31 1.31  -0.002
H 4.67 -3.62 0.50  0.000
H 4.30 -4.70 -1.70  0.000
H 2.78 -3.65 -3.34  0.000
H 1.30 -1.95 -3.98  0.000
H 0.34 -1.20 -2.69  -0.009
H 1.73 -0.36 -3.33  0.000
Cl -2.88 -0.54 4.32  0.001
C -1.97 -0.08 2.88  0.017
Cl -2.70 -0.87 1.44  0.007
C -0.43 -0.40 3.01  -0.013
O 0.05 -0.15 4.11  0.004
O 0.13 -0.83 1.95  -0.011
H -2.11 0.98 2.73  0.002

Record 2
The following is a DFT calculation (ωB97M-V/def2-TZVPD) of the ion C5H13N2O with charge -1.

F_max, eV/Å: 3.18
Orbital gap, Eh: 0.251
Net charge: -1
E_tot, eV: -10421.79030
Structure (SMILES): NCNCCCC[O-]

Last column: Löwdin charge in e.
Positions of all 21 atoms, in Å:
C 0.32 -0.25 -0.90  -0.247
N -0.79 0.62 -1.48  -0.086
C -0.57 2.04 -1.39  -0.334
N -0.37 2.63 -0.01  -0.011
C -0.32 -1.46 -0.34  -0.258
C 0.56 -2.07 0.80  -0.189
C 0.91 -0.90 1.96  -0.501
O 0.11 0.16 1.89  -0.350
H 0.97 0.23 -0.17  0.093
H 0.82 -0.39 -1.88  0.106
H -1.72 0.35 -1.19  0.082
H -1.42 2.53 -1.88  0.090
H 0.38 2.39 -1.85  0.094
H -1.25 2.94 0.37  0.031
H 0.04 1.85 0.52  0.013
H -1.24 -1.26 0.26  0.111
H -0.53 -2.23 -1.09  0.091
H 1.50 -2.24 0.33  0.063
H -0.10 -2.70 1.39  0.074
H 0.69 -1.48 2.89  0.065
H 2.00 -0.75 1.78  0.064

Record 3
The following is a DFT calculation (ωB97M-V/def2-TZVPD) of a structure of composition C35H61AgGe2N7O9PS.

<S²>: 0.756
F_max, eV/Å: 4.04
2S+1: 2
Orbital gap (alpha / beta), Eh: 0.221 / 0.219
Net charge: +1
E_tot, eV: -203290.14238

Last column: Mulliken spin population.
Positions of all 117 atoms, in Å:
Ag -0.66 -0.19 -0.87  0.276
N -0.71 -0.82 2.19  0.015
C -0.58 -2.25 2.37  0.002
C -1.34 -2.81 3.65  0.000
C -0.88 -4.11 4.33  0.000
C -0.17 -5.15 3.51  0.000
N 1.29 -5.06 3.68  0.000
C 2.28 -4.83 2.83  0.000
N 2.08 -4.60 1.52  0.000
N 3.53 -4.84 3.37  0.000
C -0.99 -2.91 0.97  0.010
O -0.53 -4.05 0.66  0.000
O -1.68 -2.15 0.22  0.031
H -0.64 -0.32 3.07  0.002
H -1.57 -0.64 1.71  0.025
H 0.52 -2.39 2.45  -0.001
H -2.40 -2.96 3.26  0.000
H -1.41 -2.07 4.46  0.000
H -1.78 -4.61 4.66  0.000
H -0.36 -3.80 5.20  0.000
H -0.40 -5.02 2.43  0.000
H -0.46 -6.18 3.81  0.000
H 1.58 -5.42 4.61  0.000
H 1.11 -4.34 1.26  0.000
H 2.88 -4.37 0.91  0.000
H 3.66 -4.70 4.37  0.000
H 4.31 -4.50 2.77  0.000
C 0.97 -1.62 -6.19  0.000
C 1.02 -1.15 -4.72  0.000
O -0.33 -0.90 -4.32  0.009
P -1.00 -1.43 -2.94  0.041
O -0.39 -2.91 -2.94  0.012
C -1.07 -4.11 -2.43  -0.001
C -0.73 -5.31 -3.30  0.001
O -2.60 -1.51 -3.25  0.013
C -3.19 -2.07 -4.52  0.000
C -4.67 -1.95 -4.34  0.000
H 1.97 -1.87 -6.56  0.000
H 0.51 -0.84 -6.80  0.000
H 0.36 -2.54 -6.29  0.000
H 1.56 -0.21 -4.61  0.000
H 1.45 -1.97 -4.08  0.001
H -2.14 -3.85 -2.55  0.000
H -0.80 -4.25 -1.33  0.000
H -1.43 -5.46 -4.13  0.000
H -0.82 -6.27 -2.75  0.000
H 0.33 -5.25 -3.73  0.000
H -2.82 -3.10 -4.69  0.000
H -2.90 -1.36 -5.36  0.000
H -5.02 -2.07 -3.31  0.000
H -5.14 -2.68 -5.02  0.000
H -4.89 -0.92 -4.71  0.000
C -5.79 2.79 0.09  0.025
Ge -4.52 1.38 0.60  0.069
C -4.69 1.28 2.59  0.019
C -4.91 -0.41 -0.14  0.004
Ge -2.04 1.77 -0.12  0.244
C -1.16 2.74 1.34  0.054
C 0.03 2.32 1.97  -0.020
C 0.44 2.91 3.15  0.012
C -0.15 4.05 3.63  -0.002
C -1.37 4.49 3.08  0.011
C -1.86 3.77 2.00  0.074
C -2.37 3.16 -1.53  0.024
C -2.81 2.80 -2.76  -0.006
C -3.11 3.80 -3.75  -0.019
C -2.89 5.17 -3.45  0.031
C -2.51 5.52 -2.16  -0.008
C -2.18 4.54 -1.24  0.035
H -5.92 3.59 0.83  0.000
H -6.75 2.37 -0.23  0.004
H -5.37 3.23 -0.83  -0.001
H -5.75 1.31 2.85  0.005
H -4.26 2.18 3.03  -0.003
H -4.19 0.45 3.08  -0.003
H -5.72 -0.88 0.40  0.000
H -4.01 -1.02 -0.09  0.004
H -5.26 -0.34 -1.20  -0.001
H 0.53 1.44 1.53  0.040
H 1.31 2.52 3.71  0.000
H 0.27 4.61 4.49  0.000
H -1.95 5.33 3.54  0.000
H -2.87 3.99 1.61  -0.011
H -2.91 1.74 -3.06  0.011
H -3.50 3.49 -4.71  0.000
H -2.96 5.93 -4.25  0.001
H -2.37 6.54 -1.87  0.000
H -1.86 4.81 -0.27  -0.002
C 5.29 5.41 2.41  0.000
C 6.59 4.76 1.96  0.000
S 6.39 3.47 0.74  0.000
O 5.77 4.10 -0.42  0.000
O 7.71 2.84 0.67  0.000
C 5.21 2.21 1.31  0.000
C 4.88 1.34 0.10  0.000
N 3.65 0.50 0.19  0.001
C 2.43 0.78 -0.32  -0.020
N 1.64 -0.33 -0.39  -0.039
C 2.40 -1.38 -0.04  0.001
C 3.68 -0.94 0.28  0.005
N 4.68 -1.72 0.80  0.000
O 4.41 -2.91 1.09  0.000
O 5.84 -1.22 1.02  0.000
C 2.05 2.07 -0.97  0.015
H 5.58 6.41 2.77  0.000
H 4.76 4.90 3.26  0.000
H 4.58 5.52 1.58  0.000
H 7.24 4.39 2.77  0.000
H 7.24 5.46 1.33  0.000
H 4.39 2.75 1.76  0.000
H 5.74 1.56 2.01  0.000
H 5.70 0.60 0.03  0.000
H 4.81 1.97 -0.81  0.000
H 2.00 -2.39 -0.01  -0.002
H 2.89 2.78 -0.89  0.003
H 1.13 2.50 -0.57  0.007
H 1.83 1.89 -2.05  0.005